Record 1
The following is a quantum chemistry calculation of a structure of composition C25H26AuN7O2Si, from the OMol25 dataset.

Each line ends with the natural charge from an NBO analysis.
Cartesian coordinates (Å):
Au1 -1.4846 -0.3444 -0.2794  0.928
C1 -4.4013 -3.2762 1.6933  -0.699
C2 -3.4621 -2.1137 1.4848  0.534
O1 -2.9060 -2.0094 0.3390  -0.671
C3 -3.3592 -1.1596 2.5204  -0.390
C4 -2.5658 -0.0003 2.6143  0.291
C5 -2.7633 0.9679 3.7540  -0.677
N1 -1.6563 0.4329 1.6677  -0.340
N2 -0.7896 1.3966 2.0965  -0.342
C6 -0.3787 2.2163 1.1189  0.594
O2 -0.7685 2.1770 -0.0820  -0.676
C7 0.5742 3.2418 1.6011  -0.162
C8 1.0671 4.2504 0.7700  -0.171
C9 1.9113 5.2159 1.2533  -0.225
C10 2.2748 5.2246 2.6091  -0.194
C11 1.8249 4.2054 3.4378  -0.247
C12 1.0152 3.1997 2.9384  -0.103
H1 -5.4422 -2.9434 1.6034  0.238
H2 -4.3323 -3.6808 2.7167  0.223
H3 -4.2637 -4.1003 0.9759  0.241
H4 -3.9686 -1.3013 3.4098  0.218
H5 -2.4603 1.9817 3.4565  0.252
H6 -2.2221 0.7324 4.6954  0.238
H7 -3.8228 0.9344 4.0155  0.219
H8 0.7802 4.2241 -0.3188  0.229
H9 2.2516 6.0266 0.5827  0.215
H10 2.9031 6.0589 2.9748  0.216
H11 2.0648 4.2151 4.5157  0.214
H12 0.7237 2.3973 3.6274  0.228
N3 -2.9448 -1.2312 -5.3421  -0.592
N4 -2.2521 -0.6548 -4.2590  0.157
N5 -2.0288 0.6488 -4.2140  -0.261
C13 -1.6437 0.8531 -2.9669  0.156
N6 -1.5801 -0.3638 -2.3062  -0.377
N7 -1.9714 -1.3377 -3.1604  -0.001
H13 -2.9109 -0.5864 -6.1433  0.392
H14 -2.3792 -2.0462 -5.6001  0.379
H15 -1.4114 1.8423 -2.5928  0.265
C14 2.5696 -4.7671 0.9355  -0.215
C15 3.4038 -3.8186 0.3227  -0.239
C16 2.9049 -2.5581 0.0328  -0.138
C17 1.5975 -2.1915 0.3509  -0.509
C18 0.7751 -3.1479 0.9978  -0.189
C19 1.2558 -4.4394 1.2548  -0.226
Si1 0.9526 -0.4763 -0.0402  0.834
C20 1.7384 0.0400 -1.6441  -0.482
C21 2.1038 -0.9104 -2.6301  -0.215
C22 2.7089 -0.5100 -3.7991  -0.216
C23 2.9524 0.8276 -4.0475  -0.218
C24 2.4406 1.7951 -3.1673  -0.220
C25 1.8822 1.3894 -1.9465  -0.200
H16 2.9505 -5.7365 1.2193  0.207
H17 4.4416 -4.1036 0.1130  0.210
H18 3.5693 -1.8404 -0.4437  0.202
H19 -0.3167 -2.8918 1.1632  0.216
H20 0.6282 -5.2213 1.7161  0.209
H21 1.6396 0.3223 1.0559  -0.171
H22 1.9218 -1.9621 -2.5209  0.218
H23 3.0273 -1.2144 -4.5687  0.206
H24 3.4908 1.1181 -4.9598  0.209
H25 2.6298 2.8275 -3.3320  0.207
H26 1.5109 2.1761 -1.2696  0.224

- HOMO (spin up / spin down) (eV) = -5.9 / -7.8
- multiplicity = 3
- expectation value of S² = 2.037
- energy relative to the best compared isomer or geometry (same formula, charge and spin) (kJ/mol) = 0.0
- HOMO-LUMO gap (spin up / spin down) (eV) = 6.23 / 5.99

Record 2
The following is a quantum chemistry calculation of a structure of composition C25H26Br42O3, from the OMol25 dataset.

Each line ends with the Löwdin charge.
Cartesian coordinates (Å):
O1 4.3750 2.8209 2.6946  -0.017
C1 4.7119 1.9124 2.0079  -0.620
O2 5.5908 1.8959 0.8920  -0.141
C2 4.8722 0.9540 0.0319  -0.055
C3 4.4704 -0.0909 1.0302  -0.282
C4 3.3834 -1.0612 0.5990  -0.102
C5 1.9842 -0.8957 1.2189  -0.121
C6 1.3798 0.4823 1.0340  -0.219
C7 1.2231 0.9598 -0.2679  -0.124
C8 0.6977 2.2265 -0.4788  -0.093
C9 0.3108 2.9978 0.6066  -0.098
C10 0.4624 2.5326 1.9022  -0.076
C11 0.9968 1.2688 2.1254  -0.052
O3 4.2200 0.6853 2.1942  0.033
H1 5.5838 0.4990 -0.6439  0.145
H2 4.0688 1.5275 -0.4173  0.142
H3 5.3169 -0.7062 1.3301  0.142
H4 3.2517 -0.9305 -0.4738  0.106
H5 3.7178 -2.0810 0.7520  0.118
H6 1.3432 -1.5675 0.6495  0.119
H7 1.9300 -1.2083 2.2563  0.112
H8 1.5471 0.3117 -1.0772  -0.035
H9 0.5957 2.5956 -1.4872  0.078
H10 -0.1232 3.9703 0.4327  0.100
H11 0.1809 3.1281 2.7566  0.102
H12 1.1191 0.9074 3.1424  0.014
C12 6.2383 -0.2733 5.3107  -1.645
Br1 7.0551 -0.7834 6.9686  0.586
Br2 7.5472 0.1326 3.9626  0.606
Br3 4.9750 -1.5897 4.7079  0.575
H13 5.6803 0.6353 5.4966  -0.084
C13 2.8996 2.6257 5.9530  -1.589
Br4 2.2762 0.8969 5.3969  0.661
Br5 1.4606 3.7851 6.4834  0.588
Br6 4.2410 2.5036 7.3204  0.589
H14 3.3621 3.0755 5.0928  -0.044
C14 7.4053 5.4299 2.0758  -1.583
Br7 8.3451 4.5298 3.4923  0.582
Br8 8.5961 5.9414 0.6433  0.570
Br9 5.9199 4.3487 1.4846  0.883
H15 7.0246 6.3526 2.4895  -0.046
C15 1.8930 -0.6100 -4.8713  -1.620
Br10 2.1717 0.4727 -6.4358  0.585
Br11 1.4192 0.4489 -3.3309  0.722
Br12 0.6029 -1.9982 -5.1711  0.558
H16 2.8335 -1.0890 -4.6457  -0.030
C16 -0.5125 4.6330 10.0398  -1.666
Br13 -2.2299 3.8244 10.3312  0.576
Br14 -0.6776 6.4702 9.4953  0.561
Br15 0.6308 4.4523 11.5721  0.569
H17 -0.0411 4.0993 9.2273  -0.075
C17 3.8127 7.3059 2.5041  -1.670
Br16 4.1200 8.6063 1.1241  0.582
Br17 3.3632 8.1315 4.1808  0.577
Br18 2.5122 6.0017 1.9818  0.580
H18 4.7394 6.7703 2.6498  -0.087
C18 -1.5061 -5.5424 -3.5062  -1.638
Br19 -1.7428 -4.1249 -2.2307  0.581
Br20 -1.2703 -4.8583 -5.2842  0.523
Br21 -0.0833 -6.7317 -2.9997  0.528
H19 -2.4201 -6.1172 -3.5115  -0.103
C19 -5.2689 -3.3724 -6.5837  -1.631
Br22 -4.2469 -2.2198 -5.4354  0.572
Br23 -5.1312 -5.2141 -6.0562  0.570
Br24 -7.1064 -2.8189 -6.6973  0.574
H20 -4.8476 -3.2905 -7.5740  -0.027
C20 -9.0443 -0.6413 -9.1415  -1.662
Br25 -10.2626 -1.7526 -8.1548  0.552
Br26 -8.8776 -1.2161 -10.9637  0.592
Br27 -9.5301 1.2134 -9.0202  0.595
H21 -8.0732 -0.7496 -8.6806  -0.071
C21 5.7368 6.2508 9.1268  -1.639
Br28 6.6344 7.2654 7.7649  0.575
Br29 3.9033 5.9222 8.6690  0.537
Br30 6.6717 4.6141 9.5196  0.561
H22 5.7441 6.8453 10.0274  -0.031
C22 0.9327 -10.1143 -0.8882  -1.628
Br31 2.1258 -9.1911 -2.0837  0.554
Br32 -0.0103 -8.9023 0.2621  0.576
Br33 -0.2715 -11.2620 -1.8542  0.577
H23 1.5403 -10.7474 -0.2600  -0.031
C23 -10.3168 4.4634 -6.9213  -1.676
Br34 -12.0943 3.7783 -6.6720  0.565
Br35 -10.3299 6.3447 -7.3087  0.577
Br36 -9.1842 4.0521 -5.4264  0.571
H24 -9.8987 3.9647 -7.7823  -0.079
C24 -4.1817 -10.1039 -2.6447  -1.649
Br37 -3.0637 -8.7677 -3.4561  0.587
Br38 -4.9929 -9.4554 -1.0306  0.587
Br39 -5.4870 -10.7819 -3.8792  0.587
H25 -3.5375 -10.9264 -2.3718  -0.053
C25 -11.1171 -4.7244 -5.1319  -1.664
Br40 -12.6801 -5.5711 -4.4043  0.579
Br41 -10.0405 -3.9192 -3.7615  0.567
Br42 -10.0882 -5.9324 -6.2155  0.560
H26 -11.4574 -3.9295 -5.7780  -0.051

- HOMO (eV) = -9.3
- energy relative to the best compared isomer or geometry (same formula, charge and spin) (kJ/mol) = 0.0
- HOMO-LUMO gap (eV) = 8.94

Record 3
The following is a quantum chemistry calculation of a structure of composition C25H26BrIIrNO10P, from the OMol25 dataset.

Each line ends with the natural charge from an NBO analysis.
Cartesian coordinates (Å):
Ir1 0.2678 0.2464 -1.0369  1.021
O1 3.1677 -2.7278 -0.7941  -0.593
C1 2.2711 -1.7942 -0.6855  0.823
O2 1.5918 -1.3961 -1.6464  -0.610
C2 2.0597 -1.2431 0.6748  0.056
C3 2.6861 -1.5767 1.8568  -0.144
C4 2.2821 -0.9088 3.0157  -0.134
C5 1.2752 0.0462 2.9683  -0.135
C6 0.6919 0.3259 1.7406  0.109
N1 1.0997 -0.3173 0.6585  -0.364
C7 -0.4480 1.2991 1.4742  0.746
O3 -1.0173 1.8513 2.3654  -0.506
O4 -0.7875 1.3929 0.1872  -0.664
H1 3.2187 -3.0648 -1.7060  0.530
H2 3.4613 -2.3295 1.8792  0.265
H3 2.7572 -1.1451 3.9579  0.260
H4 0.9345 0.5817 3.8451  0.282
C8 -3.4754 3.5402 -5.8661  -0.266
O5 -4.2803 2.5575 -5.2035  -0.437
C9 -3.7283 1.7758 -4.2945  0.358
C10 -4.6171 0.8359 -3.6999  -0.067
C11 -4.1659 -0.0430 -2.7291  -0.142
C12 -2.8540 -0.0522 -2.2943  -0.200
C13 -2.4324 -1.0926 -1.3479  0.642
C14 -3.4000 -2.1169 -0.8424  -0.721
O6 -1.2575 -1.1979 -0.9909  -0.611
C15 -1.9510 0.9230 -2.8896  0.539
O7 -0.7226 1.0756 -2.5622  -0.578
C16 -2.4145 1.8130 -3.8939  -0.354
H5 -4.1373 4.0355 -6.5670  0.236
H6 -2.6575 3.0602 -6.4049  0.194
H7 -3.0920 4.2632 -5.1450  0.195
H8 -5.6466 0.8324 -4.0325  0.259
H9 -4.8625 -0.7514 -2.3055  0.249
H10 -3.7746 -2.7410 -1.6562  0.265
H11 -4.2578 -1.6321 -0.3724  0.263
H12 -2.8968 -2.7433 -0.1137  0.265
H13 -1.7094 2.5237 -4.2977  0.252
C17 1.9589 0.3849 -4.0622  -0.237
O8 2.3108 1.4243 -3.1262  -0.833
P1 1.9979 1.6018 -1.5981  2.081
O9 2.0856 3.1685 -1.4226  -0.813
C18 1.5090 4.1229 -2.3409  -0.258
O10 3.2671 1.1480 -0.7699  -0.840
C19 4.5450 1.8330 -0.8888  -0.254
H14 2.2282 0.7676 -5.0412  0.222
H15 0.8962 0.1803 -4.0203  0.189
H16 2.5368 -0.5109 -3.8431  0.196
H17 0.4207 4.0960 -2.2646  0.196
H18 1.8381 3.9021 -3.3544  0.202
H19 1.8763 5.0948 -2.0283  0.228
H20 5.2918 1.1464 -0.5046  0.212
H21 4.5140 2.7395 -0.2910  0.216
H22 4.7521 2.0664 -1.9311  0.200
Br1 2.0565 4.0893 4.4063  0.057
C20 0.5231 5.1761 4.1332  -0.104
C21 -0.1613 5.6120 5.2581  -0.223
C22 -1.2956 6.3920 5.1212  -0.181
C23 -1.7507 6.7331 3.8546  -0.194
C24 -1.0675 6.2979 2.7336  -0.214
C25 0.0773 5.5214 2.8639  -0.203
I1 1.0595 4.9065 1.1420  0.141
H23 0.2003 5.3389 6.2399  0.239
H24 -1.8178 6.7315 6.0046  0.234
H25 -2.6353 7.3432 3.7347  0.231
H26 -1.4192 6.5698 1.7481  0.227

- HOMO (spin up / spin down) (eV) = -12.5 / -12.5
- multiplicity = 2
- total charge = +2
- expectation value of S² = 0.788
- energy relative to the best compared isomer or geometry (same formula, charge and spin) (kJ/mol) = 19.6
- HOMO-LUMO gap (spin up / spin down) (eV) = 5.99 / 3.55